--- A ---
Here is a single C4H7N3S molecule from the Open Molecules 2025 dataset. Energies are from ωB97M-V/def2-TZVPD.

```
15
Properties=species:S:1:pos:R:3:nbo_charge:R:1
S -0.68780 1.94463 1.59699 -0.110
C -1.44111 0.51278 1.40111 -0.069
N -1.11759 -0.54255 0.60734 -0.574
C -0.08353 -0.68737 -0.31436 0.549
N 0.14719 -1.86893 -0.79212 -0.518
C 1.20898 -1.66617 -1.77700 -0.249
C 1.79475 -0.25767 -1.50665 -0.235
N 0.66435 0.35614 -0.80980 -0.631
H -2.21481 0.18806 2.11424 0.200
H -1.68396 -1.39363 0.61393 0.430
H 2.00558 -2.44372 -1.89867 0.206
H 0.75201 -1.66955 -2.78270 0.184
H 2.63744 -0.32940 -0.79631 0.183
H 1.98938 0.31562 -2.42037 0.210
H 0.78696 1.19662 -0.23850 0.423
```

Calculated values
HOMO in eV: -8.543
SMILES string: S=CNC1=NCCN1
Spin multiplicity: 1



--- B ---
Here is a single C4H7N3S molecule from the Open Molecules 2025 dataset. Energies are from ωB97M-V/def2-TZVPD.

```
15
Properties=species:S:1:pos:R:3:nbo_charge:R:1
C -1.21477 -2.08685 -0.15260 -0.437
N -0.41131 -1.51506 0.94912 -0.446
N -0.18606 -0.16216 0.85496 -0.219
C -0.74775 0.78807 1.59898 0.206
N -0.54155 1.99018 1.14159 -0.464
C 0.12440 1.84202 -0.04320 -0.085
C 0.35108 0.55245 -0.28299 -0.080
S 1.18524 -0.12521 -1.76231 -0.029
H -0.89058 -1.83998 -1.12907 0.207
H -1.18846 -3.16493 -0.07864 0.209
H -2.27687 -2.00047 0.09746 0.205
H 0.55315 -2.11531 1.10766 0.364
H -1.30439 0.56638 2.46299 0.201
H 0.66118 2.64792 -0.52921 0.218
H 2.37690 -0.85519 -1.07511 0.150
```

Calculated values
HOMO in eV: -8.779
SMILES string: CNn1cncc1S
Spin multiplicity: 1



--- C ---
Here is a single C4H7N3S molecule from the Open Molecules 2025 dataset. Energies are from ωB97M-V/def2-TZVPD.

```
15
Properties=species:S:1:pos:R:3:nbo_charge:R:1
H 1.75098 2.05885 -0.32655 0.358
N 0.74138 2.14919 -0.22358 -0.767
C -0.11616 1.14047 -0.19302 0.443
N -1.46721 1.41725 0.06875 -0.742
S -2.56769 -0.06387 0.05140 0.369
C -1.19300 -1.14761 -0.55198 -0.528
C 0.12841 -0.40372 -0.24329 -0.029
C 1.00180 -0.79570 0.87672 -0.259
N 1.58865 -0.82573 -0.54400 -0.556
H -1.60937 2.31245 0.54697 0.432
H -1.53914 -1.51019 -1.50268 0.243
H -1.31352 -2.13942 0.08736 0.237
H 1.57932 -0.26556 1.71654 0.245
H 0.95464 -2.03156 0.97873 0.207
H 2.06091 0.10515 -0.74137 0.346
```

Calculated values
HOMO in eV: -8.319
SMILES string: [H]/N=C1/NSC[C@]12CN2
Spin multiplicity: 1



--- D ---
Here is a single C4H7N3S molecule from the Open Molecules 2025 dataset. Energies are from ωB97M-V/def2-TZVPD.

```
15
Properties=species:S:1:pos:R:3:nbo_charge:R:1
N -0.63958 2.84818 -0.78199 -0.602
N -0.14132 1.81718 -1.42818 -0.198
C -0.02978 0.67148 -0.84143 -0.027
C -0.92781 0.04171 0.16848 -0.260
C -0.75423 -1.15619 0.79011 -0.025
N 0.45570 -1.96166 0.42150 -0.615
C 1.73765 -1.57206 0.90975 -0.062
S 3.11025 -2.54287 0.58749 -0.147
H -1.62660 2.83899 -0.32027 0.334
H -0.83316 3.63482 -1.51767 0.356
H 0.71935 -0.04333 -1.17228 0.198
H -1.92365 0.44773 0.32786 0.209
H -1.53834 -1.52576 1.40402 0.209
H 0.37093 -2.94650 0.30984 0.412
H 2.02061 -0.55171 1.14275 0.218
```

Calculated values
HOMO in eV: -8.528
SMILES string: N/N=C\C=C/NC=S
Spin multiplicity: 1



If you had to name the least stable structure above, which would it be? It would be C.